# C4H4N6O2

The molecule C4H4N6O2 at a distorted geometry (the ωB97M-V functional and the def2-TZVPD basis, the OMol25 dataset).

Results
2S+1: 1
Calculated total energy in Ha: -633.70457
Energy relative to the best compared isomer or geometry (same formula, charge and spin) in eV: 1.633
Net charge: 0
SMILES: Nc1nc(-c2nonc2N)no1
LUMO energy in eV: 0.4

```
16
Properties=species:S:1:pos:R:3:lowdin_charge:R:1
O 2.88 -1.78 -0.06 -0.11
O -2.13 1.01 0.00 0.03
N 1.50 -1.76 0.27 0.15
N -3.62 -0.78 -0.02 0.19
N -1.30 -1.09 0.01 0.18
N 2.51 1.79 0.23 0.10
N -0.64 1.03 0.10 0.16
N 3.40 -0.43 -0.14 0.12
C 1.16 -0.49 0.13 -0.13
C 2.38 0.41 -0.09 -0.31
C -0.30 -0.15 0.28 -0.34
C -2.38 -0.35 -0.07 -0.46
H 1.71 2.26 -0.26 0.10
H -3.89 -1.71 0.10 0.09
H 3.22 2.25 -0.35 0.10
H -4.49 -0.21 -0.12 0.15
```

# C5H11N

The molecule C5H11N at a distorted geometry (the ωB97M-V functional and the def2-TZVPD basis, the OMol25 dataset).

Results
2S+1: 1
Calculated total energy in Ha: -251.78213
Energy relative to the best compared isomer or geometry (same formula, charge and spin) in eV: 2.188
Net charge: 0
SMILES: C/C=C/CNC
LUMO energy in eV: 1.2

```
17
Properties=species:S:1:pos:R:3:lowdin_charge:R:1
N -0.78 1.74 0.68 -0.13
C -2.04 1.09 1.17 -0.15
C 0.58 -0.11 -0.47 -0.14
C 0.40 0.75 0.76 -0.23
C 1.25 -2.06 -1.71 -0.15
C 0.85 -1.40 -0.45 -0.18
H 0.28 0.16 1.72 0.12
H 1.14 -3.20 -1.78 0.09
H 0.47 0.67 -1.25 0.12
H 1.34 1.28 1.01 0.11
H -2.96 1.64 0.87 0.07
H 0.74 -1.71 -2.61 0.07
H 2.33 -2.09 -1.96 0.07
H -1.00 2.15 -0.18 0.04
H -2.13 -0.02 0.94 0.08
H -1.91 1.32 2.27 0.08
H 0.90 -2.04 0.45 0.12
```

# C6H12N2

The molecule C6H12N2 at a distorted geometry (the ωB97M-V functional and the def2-TZVPD basis, the OMol25 dataset).

Results
2S+1: 1
Calculated total energy in Ha: -345.14478
Energy relative to the best compared isomer or geometry (same formula, charge and spin) in eV: 4.982
Net charge: 0
LUMO energy in eV: 0.4

```
20
Properties=species:S:1:pos:R:3:lowdin_charge:R:1
N 0.71 -0.19 -0.61 -0.03
N 2.68 0.62 0.44 0.05
C 1.25 0.50 0.47 -0.52
C 1.38 -0.79 -1.53 0.06
C -1.85 0.96 -0.43 -0.10
C -1.10 -0.35 -0.34 -0.26
C 0.36 0.83 1.42 0.05
C -1.49 -1.29 0.77 -0.09
H -1.18 -0.87 -1.29 0.10
H -1.36 1.65 -1.11 0.08
H -2.46 -1.73 0.52 0.08
H -2.85 0.76 -0.82 0.08
H 2.46 -0.83 -1.51 0.08
H 0.84 -1.30 -2.32 0.08
H 3.03 1.06 -0.40 0.07
H 3.01 1.13 1.25 0.07
H -1.91 1.43 0.55 0.06
H -1.55 -0.75 1.72 0.06
H 0.78 1.28 2.33 0.00
H -0.77 -2.10 0.87 0.08
```

# C2H7N5O

The molecule C2H7N5O at a distorted geometry (the ωB97M-V functional and the def2-TZVPD basis, the OMol25 dataset).

Results
2S+1: 1
Calculated total energy in Ha: -429.18642
Energy relative to the best compared isomer or geometry (same formula, charge and spin) in eV: 6.451
Net charge: 0
SMILES: [H]/N=C\N=C(\NN)NO
LUMO energy in eV: 0.4

```
15
Properties=species:S:1:pos:R:3:lowdin_charge:R:1
O -0.94 -1.13 -1.27 -0.12
N -0.15 1.53 -0.43 0.09
N 1.06 0.57 -2.41 0.08
N -0.30 0.53 1.90 -0.08
N -0.33 -0.86 -0.03 -0.13
N 0.12 -0.76 2.53 -0.08
C -0.14 0.48 0.38 -0.40
C 0.21 1.30 -1.88 -0.31
H 1.57 -0.18 -2.00 0.03
H -1.28 -0.95 0.72 0.23
H 0.57 -1.43 1.60 0.17
H -0.01 -1.43 -1.83 0.19
H -0.68 -1.14 3.00 0.04
H 0.58 1.19 2.14 0.16
H -0.26 2.27 -2.40 0.14
```

# C23H26CdN8O5S3

A structure of composition C23H26CdN8O5S3 (the ωB97M-V functional and the def2-TZVPD basis, the OMol25 dataset).

Results
2S+1: 1
Calculated total energy in Ha: -3068.72543
Energy relative to the best compared isomer or geometry (same formula, charge and spin) in eV: 0.546
Net charge: 0
LUMO energy in eV: -0.4

```
66
Properties=species:S:1:pos:R:3:lowdin_charge:R:1
Cd -0.58 0.86 1.25 1.23
S 2.19 0.25 0.03 0.05
S 2.11 1.95 1.19 0.24
S -1.57 3.17 0.59 0.53
O -0.75 0.45 -2.38 0.07
O 2.05 0.70 -1.35 -0.44
O 0.95 -0.52 0.43 -0.56
O -1.35 -1.64 -1.89 0.11
O 3.38 -0.50 0.32 -0.39
N -2.72 -0.04 0.28 0.05
N -1.40 3.74 -2.09 -0.12
N 0.48 3.13 -1.23 0.05
N 0.71 -0.21 -4.47 -0.03
N -0.55 -1.78 3.21 0.08
N 2.03 0.76 4.98 0.14
N -1.31 -1.18 2.23 -0.07
N 0.21 0.42 3.55 0.04
C 1.20 -1.47 4.77 -0.08
C -3.99 -2.04 -0.03 -0.02
C -2.79 4.11 -2.24 -0.03
C 3.14 -2.37 6.56 -0.07
C -0.68 -0.88 -2.54 -0.49
C 2.09 -0.50 -4.89 -0.20
C -0.81 3.35 -0.94 -0.77
C 0.24 -0.95 3.80 -0.29
C 2.12 -0.59 5.34 -0.17
C -0.46 3.72 -3.11 -0.05
C -2.22 -1.89 1.70 -0.07
C 2.22 -3.26 6.00 -0.07
C -4.39 -0.16 -1.42 -0.04
C 1.51 -2.06 -3.15 -0.10
C 0.24 -1.34 -3.66 -0.23
C 0.71 3.32 -2.56 -0.07
C 1.10 1.17 4.10 -0.22
C 3.09 -1.03 6.23 -0.01
C -4.69 -1.46 -1.07 -0.05
C -3.39 0.51 -0.72 -0.15
C 1.26 -2.82 5.12 -0.01
C -3.01 -1.30 0.61 -0.28
C 2.68 -1.22 -3.68 -0.16
H -0.72 3.99 -4.12 0.12
H -2.40 -2.92 2.02 0.13
H 0.10 -0.05 -5.26 0.12
H -0.37 -2.04 -4.24 0.15
H -0.06 0.80 -2.99 0.08
H 3.53 -1.83 -3.95 0.11
H 2.11 -1.14 -5.78 0.11
H 2.61 0.43 -5.13 0.11
H 2.98 -0.49 -2.93 0.08
H 3.89 -2.72 7.24 0.11
H 0.56 -3.49 4.66 0.11
H 1.67 3.14 -3.00 0.13
H 1.12 2.23 3.86 0.10
H -4.18 -3.06 0.28 0.12
H -2.88 5.18 -2.42 0.10
H -3.32 3.85 -1.32 0.05
H 1.54 -3.07 -3.55 0.11
H -4.90 0.34 -2.23 0.11
H 1.52 -2.13 -2.06 0.11
H -3.22 3.56 -3.08 0.10
H 2.27 -4.31 6.26 0.11
H -3.12 1.53 -0.95 0.05
H 3.80 -0.33 6.65 0.11
H -5.45 -2.01 -1.60 0.11
H 1.16 2.75 -0.53 -0.03
H 2.73 1.41 5.29 0.16
```

# C23H28N8NaS6

A structure of composition C23H28N8NaS6 at a distorted geometry (the ωB97M-V functional and the def2-TZVPD basis, the OMol25 dataset).

Results
2S+1: 1
Calculated total energy in Ha: -3882.63854
Energy relative to the best compared isomer or geometry (same formula, charge and spin) in eV: 0.228
Net charge: +1
LUMO energy in eV: -2.7

```
66
Properties=species:S:1:pos:R:3:lowdin_charge:R:1
S 2.72 -0.33 -2.22 0.86
S -0.55 0.17 -3.05 0.83
S -0.37 2.86 -1.03 0.84
S 2.32 -1.94 1.67 0.68
S 2.48 1.97 0.37 0.84
S -5.97 0.52 5.71 1.04
Na 0.31 -0.17 1.04 0.15
N 1.26 -3.16 -0.53 -0.09
N -4.99 1.63 5.06 -0.22
N 0.30 -2.19 -0.78 0.11
N 2.47 -4.99 -0.65 0.12
N -1.38 -1.39 2.22 0.10
N -5.23 -0.79 5.13 -0.22
N 2.84 -4.26 0.42 0.03
N -1.03 1.30 2.27 0.09
C -1.71 3.51 2.89 -0.02
C -4.18 -0.41 4.40 -0.30
C 2.13 -3.11 0.54 -0.80
C 3.94 0.96 -1.83 -0.50
C 0.77 -0.34 -4.21 -0.52
C 2.25 3.55 -0.52 -0.50
C -2.07 0.79 2.94 -0.13
C 2.13 0.24 -3.87 -0.51
C -4.05 1.01 4.36 -0.30
C 0.83 -4.70 -2.47 0.01
C 1.25 3.46 -1.65 -0.50
C -2.23 -0.65 2.95 -0.13
C -3.36 -2.65 3.75 0.02
C -1.50 -2.70 2.25 -0.12
C -2.45 -3.38 3.02 -0.02
C -1.36 2.81 -2.57 -0.52
C 1.53 -4.32 -1.23 -0.33
C -0.85 2.61 2.28 -0.15
C -2.98 1.63 3.63 -0.08
C -2.80 3.01 3.58 0.03
C -0.84 1.88 -3.65 -0.51
C 4.00 1.28 -0.35 -0.52
C -3.27 -1.25 3.71 -0.08
H 0.10 2.24 -4.05 0.07
H -0.80 -3.25 1.64 0.09
H 4.17 0.38 0.23 0.06
H -0.25 -4.63 -2.37 0.08
H -0.55 -2.64 -1.11 0.11
H 4.92 0.60 -2.16 0.08
H 3.58 -4.58 1.04 0.16
H 2.09 1.33 -3.84 0.05
H 2.86 -0.07 -4.62 0.09
H 0.62 -1.55 -1.51 -0.02
H 4.82 1.99 -0.17 0.09
H -4.13 -3.10 4.35 0.12
H 1.59 2.76 -2.41 0.04
H -1.57 1.82 -4.46 0.08
H 0.47 -0.03 -5.21 0.09
H -2.35 2.51 -2.23 0.07
H 1.11 -5.73 -2.72 0.09
H 1.92 4.26 0.23 0.07
H 3.68 1.85 -2.42 0.07
H -1.41 3.82 -2.97 0.08
H 1.15 -4.06 -3.29 0.08
H 0.02 2.96 1.74 0.06
H -3.52 3.65 4.07 0.12
H -1.53 4.57 2.83 0.12
H 3.23 3.87 -0.89 0.09
H 1.10 4.45 -2.10 0.09
H -2.47 -4.46 3.02 0.11
H 0.79 -1.43 -4.17 0.06
```

Number 1: molecular weight 168.12 g mol⁻¹. Number 2: molecular weight 85.15 g mol⁻¹. Number 3: molecular weight 112.18 g mol⁻¹. Number 4: molecular weight 117.11 g mol⁻¹. Number 5: molecular weight 703.12 g mol⁻¹. Number 6: molecular weight 631.93 g mol⁻¹.